# C2HCl2OP

C2HCl2OP as an isolated structure (ωB97M-V/def2-TZVPD, OMol25).

HOMO level (alpha / beta)	-8.7 / -8.8	eV
orbital gap (alpha / beta)	7.183 / 7.288	eV
lowest unoccupied orbital energy (alpha / beta)	-1.5 / -1.5	eV

Each line ends with the Mulliken charge.
Element x y z (Å)
C 1.42496 0.06747 0.26901  -0.78
C 0.82153 -1.02131 -0.10989  0.71
O 0.07717 -1.83811 -0.53802  -0.39
P -1.96072 0.50854 -0.65609  0.29
Cl -2.44183 0.30135 1.33328  -0.16
Cl -0.26931 1.46158 -0.33927  -0.04
H 2.34820 0.52048 0.04098  0.38

=====

# C61H82F5N9O3SSiW

C61H82F5N9O3SSiW as an isolated structure (ωB97M-V/def2-TZVPD, OMol25).

HOMO level	-11.9	eV
orbital gap	4.697	eV
lowest unoccupied orbital energy	-7.2	eV
total charge	+2

Each line ends with the Mulliken charge.
Element x y z (Å)
W -0.30703 0.16114 -0.15016  2.36
C 4.72430 -3.26648 -2.34993  -1.15
C 3.27423 -3.41157 -2.82473  -1.44
C 2.51547 -2.15672 -2.57524  0.62
C 2.35642 -1.08110 -3.40951  0.72
C 2.87804 -0.89971 -4.79172  -1.22
C 1.76394 -0.90881 -5.84133  -0.77
C 1.64593 -0.08647 -2.65750  -0.15
N 1.31511 -0.54942 -1.39599  -0.05
C 1.91246 -1.79625 -1.32636  0.22
C 2.07424 -2.50126 -0.14770  -1.07
C 1.70636 -2.03023 1.09923  -0.27
C 2.09270 -2.66534 2.32876  1.59
C 2.80889 -3.96675 2.44529  -1.52
C 4.32943 -3.80166 2.36889  -1.23
C 1.63798 -1.85902 3.33951  0.40
C 0.95070 -0.76277 2.71786  0.07
C 0.34499 0.24947 3.43823  -0.92
C -0.26801 1.35529 2.88892  0.26
N -0.36796 1.59675 1.52595  -0.42
C -0.91312 2.86964 1.45382  0.31
C -0.85651 3.66137 0.32484  -0.71
C -0.09699 3.34763 -0.78651  0.05
N 0.44517 2.10712 -1.04304  -0.54
C 1.07465 2.26658 -2.26129  -0.17
C 1.52969 1.23074 -3.05370  -0.70
C 1.07951 3.64661 -2.67864  0.73
C 0.29427 4.31500 -1.77602  0.81
C -0.02982 5.76798 -1.71222  -1.11
C 1.11902 6.56739 -1.08625  -1.33
C 1.87516 4.18706 -3.82205  -0.96
C 1.03710 4.83213 -4.92637  -0.95
C -1.25648 3.36957 2.75475  0.52
C -0.81279 2.43957 3.65601  0.45
C -0.80616 2.53110 5.14081  -1.50
C 0.53248 3.06163 5.67155  -1.13
C -1.96911 4.64606 3.02471  -1.19
C -3.46527 4.48310 2.73717  -0.76
N 0.96969 -0.87289 1.33597  -0.55
C 1.82594 -2.01086 4.80712  -1.24
C 2.96346 -1.11109 5.30497  -1.10
H 5.26954 -4.18987 -2.52423  0.44
H 4.76030 -3.03704 -1.28773  0.22
H 5.21742 -2.46166 -2.88938  0.34
H 2.79558 -4.24437 -2.30699  0.42
H 3.27036 -3.62843 -3.89241  0.56
H 3.58469 -1.69927 -5.00637  0.48
H 3.42566 0.04400 -4.84514  0.43
H 1.23204 -1.85721 -5.82458  0.34
H 2.19012 -0.77827 -6.83182  0.50
H 1.05214 -0.10734 -5.66240  -0.11
H 2.62035 -3.43142 -0.19219  0.76
H 2.47341 -4.63980 1.65404  0.29
H 2.54793 -4.42472 3.40001  0.70
H 4.62408 -3.35066 1.42413  0.18
H 4.81280 -4.77114 2.45442  0.45
H 4.68780 -3.16558 3.17402  0.27
H 0.39174 0.18892 4.51487  0.69
H -1.29726 4.64311 0.37791  0.36
H 1.88213 1.47581 -4.04379  0.32
H -0.93731 5.93371 -1.13091  0.33
H -0.21394 6.14809 -2.71592  0.38
H 1.30508 6.23681 -0.06627  0.30
H 0.86207 7.62358 -1.07018  0.46
H 2.03179 6.45089 -1.66562  0.29
H 2.47635 3.39028 -4.25798  0.39
H 2.57407 4.93194 -3.43441  0.39
H 0.24639 4.16254 -5.24919  0.13
H 1.66721 5.04834 -5.78442  0.44
H 0.60049 5.76733 -4.59140  0.32
H -1.01003 1.54996 5.56833  0.47
H -1.59779 3.20141 5.47130  0.55
H 1.36033 2.42492 5.36687  0.20
H 0.50126 3.09623 6.75765  0.43
H 0.72584 4.06676 5.30318  0.33
H -1.56703 5.45050 2.40638  0.38
H -1.83418 4.92323 4.06897  0.49
H -3.62822 4.21548 1.69650  -0.09
H -3.98362 5.41559 2.93986  0.53
H -3.88749 3.70470 3.36907  0.28
H 2.06485 -3.05045 5.03117  0.40
H 0.89699 -1.75660 5.32168  0.47
H 3.89575 -1.37491 4.81327  0.28
H 3.09362 -1.22706 6.37674  0.44
H 2.75426 -0.06525 5.09421  0.21
C -0.88356 -3.64532 1.48434  -2.03
C -0.99797 -3.34255 0.04183  0.86
N -0.77211 -2.18468 -0.59273  1.16
C -1.01962 -2.44478 -1.92640  -1.11
C -1.40095 -3.73810 -2.07773  -1.86
N -1.38910 -4.29637 -0.82853  0.65
C -1.69280 -5.70570 -0.55278  -1.26
N -2.45594 -5.92870 0.62560  0.81
N -1.85687 -6.39015 1.75992  -0.53
N -2.69348 -6.50563 2.68688  -0.60
C -3.92787 -6.12246 2.24257  0.34
C -5.16730 -6.03821 2.87729  -0.80
C -6.22415 -5.56638 2.13153  -0.58
C -6.08173 -5.22681 0.77924  -0.53
C -4.87037 -5.31591 0.12921  -0.66
C -3.79035 -5.74326 0.88370  1.14
H -0.37814 -2.86744 2.03668  -0.29
H -0.35413 -4.58577 1.64024  0.94
H -1.88078 -3.75291 1.91270  0.27
H -0.92292 -1.68526 -2.68154  0.58
H -1.65285 -4.29835 -2.95484  0.76
H -0.75317 -6.26215 -0.42993  0.11
H -2.22814 -6.08802 -1.42965  0.48
H -5.27460 -6.33870 3.90614  0.46
H -7.19541 -5.45775 2.58887  0.41
H -6.94963 -4.89413 0.23092  0.41
H -4.77120 -5.07105 -0.91413  0.53
F -1.87488 -1.10419 2.10056  -0.27
C -2.22648 -0.34571 0.98462  0.59
F -2.94787 -1.26035 0.21210  0.08
C -3.33617 0.60364 1.51339  -0.20
F -3.15574 0.92424 2.79435  -0.25
F -3.30120 1.75760 0.81570  0.10
F -4.56140 0.11918 1.38715  -0.29
C -3.48448 1.28197 -6.80285  -1.95
C -2.51373 1.06227 -5.64344  1.69
C -1.38609 2.09720 -5.65390  -1.95
C -1.96168 -0.35715 -5.65482  -1.13
O -3.24522 1.30878 -4.44088  0.99
Si -3.65297 0.65828 -3.04558  -2.45
S -1.79018 0.61289 -1.84206  1.25
O -4.02356 -0.88517 -2.96066  0.27
C -5.22781 -1.64881 -3.14565  2.14
C -6.45442 -0.75251 -3.13277  -1.79
C -5.12512 -2.38534 -4.48035  -1.77
C -5.26003 -2.64003 -1.98810  -1.53
O -4.64227 1.62879 -2.27020  0.76
C -4.85648 3.04941 -2.21219  1.62
C -3.56981 3.72516 -1.74671  -0.85
C -5.98920 3.23864 -1.20470  -1.89
C -5.22891 3.58425 -3.59043  -1.62
H -2.96537 1.22615 -7.75417  0.45
H -3.95243 2.25821 -6.71766  0.35
H -4.26782 0.52942 -6.78804  0.38
H -0.73527 1.96463 -6.51379  0.52
H -0.80673 1.99921 -4.73524  0.44
H -1.81714 3.09546 -5.69057  0.46
H -1.39532 -0.53155 -6.56491  0.60
H -2.77594 -1.07311 -5.60643  0.10
H -1.31536 -0.50300 -4.79224  0.10
H -6.38809 -0.02644 -3.93811  0.41
H -6.52241 -0.21913 -2.18997  0.28
H -7.34714 -1.35502 -3.26733  0.59
H -5.15118 -1.67767 -5.30421  0.37
H -5.96699 -3.06351 -4.58140  0.55
H -4.20413 -2.96125 -4.53573  0.23
H -5.31345 -2.11116 -1.04064  0.32
H -4.34338 -3.22552 -1.99762  -0.06
H -6.12127 -3.29456 -2.08280  0.73
H -3.19445 3.22807 -0.85956  -0.39
H -3.75927 4.77021 -1.52466  0.71
H -2.81838 3.65208 -2.52900  0.18
H -5.69665 2.83737 -0.23778  0.30
H -6.87833 2.71138 -1.54159  0.38
H -6.23354 4.29030 -1.09140  0.41
H -4.42270 3.37525 -4.28657  0.10
H -5.37399 4.65890 -3.53159  0.50
H -6.13968 3.12358 -3.96053  0.39

=====

# C3H12O2S2

A 3-piece molecular cluster, C3H12O2S2 overall (ωB97M-V/def2-TZVPD, OMol25).

HOMO level	-8.8	eV
orbital gap	9.292	eV
lowest unoccupied orbital energy	0.5	eV

Each line ends with the Mulliken charge.
Element x y z (Å)
C -1.39803 1.88709 1.50327  -1.21
C -0.54216 1.54243 0.27082  -0.39
S -1.49302 0.33311 -0.74987  -0.14
S -0.63680 0.73495 -2.57125  -0.10
C 1.18539 0.32000 -2.43312  -0.68
H -2.31296 2.38957 1.18989  0.33
H -1.77983 0.95971 1.94962  0.33
H -0.74156 2.47482 2.13951  0.35
H 0.43447 1.13105 0.50462  0.31
H -0.40839 2.43420 -0.32678  0.43
H 1.46085 0.52563 -1.40318  0.18
H 1.53675 1.20132 -2.97267  0.33
H 1.40190 -0.69163 -2.73590  0.27
O -0.16230 -2.91131 -0.15349  -0.62
H 0.72113 -3.03862 -0.52740  0.31
H -0.67608 -2.26247 -0.59749  0.29
O 1.11268 -2.19787 2.70672  -0.63
H 0.71437 -1.87216 1.87224  0.32
H 1.58358 -2.95981 2.33445  0.32

=====

# C4H8N2S

The molecule C4H8N2S (ωB97M-V/def2-TZVPD, OMol25).

HOMO level (alpha / beta)	-7.1 / -7.3	eV
orbital gap (alpha / beta)	7.191 / 7.227	eV
lowest unoccupied orbital energy (alpha / beta)	0.1 / -0.1	eV

Each line ends with the Mulliken charge.
Element x y z (Å)
C -1.02113 1.24895 2.17293  0.01
C -1.62258 0.76338 0.94922  -0.26
C 0.29674 1.15223 2.52473  -0.75
C 1.43426 -1.25321 -2.23762  -0.77
N -0.10848 -0.78793 -0.71074  -0.20
N 0.07389 -1.43186 -1.87464  -0.22
S -1.44549 0.07464 -0.51102  0.02
H -1.48350 1.91090 2.86374  0.30
H -2.70967 1.06115 0.83412  0.21
H 1.07639 0.66874 1.90164  0.28
H 0.65250 1.65498 3.43005  0.24
H 1.81469 -0.27156 -1.91786  0.28
H 2.04478 -1.87888 -1.54983  0.23
H 1.52781 -1.63886 -3.23839  0.36
H -0.53021 -1.27267 -2.63632  0.26

=====

# C7H7N

The molecule C7H7N (ωB97M-V/def2-TZVPD, OMol25).

HOMO level (alpha / beta)	-6.1 / -9.5	eV
spin multiplicity	3
orbital gap (alpha / beta)	7.205 / 8.529	eV
lowest unoccupied orbital energy (alpha / beta)	1.1 / -0.9	eV

Each line ends with the Mulliken spin population.
Element x y z (Å)
C 0.73007 -1.20301 -1.01834  -0.08
C 0.17655 -2.06551 0.00013  0.34
C 1.03200 0.03094 -0.42945  0.63
C 0.05112 -1.28239 1.17637  0.78
C 0.30460 1.27987 -0.79379  0.02
C -0.86379 1.02381 0.25504  0.02
C -0.37542 0.24205 1.44403  0.18
N 0.87154 -0.18627 0.97005  0.07
H 0.86700 -1.34472 -2.01318  -0.01
H -0.12301 -3.07425 -0.29269  0.01
H 0.80195 2.17792 -0.58430  0.02
H -0.10936 1.23913 -1.76704  0.00
H -1.10134 2.03460 0.58876  0.00
H -1.81312 0.59214 -0.16926  0.02
H -0.44877 0.53567 2.63367  0.00

=====

# C14H18N2O4

The molecule C14H18N2O4 (ωB97M-V/def2-TZVPD, OMol25).

HOMO level	-8.3	eV
orbital gap	8.875	eV
lowest unoccupied orbital energy	0.6	eV

Each line ends with the Mulliken charge.
Element x y z (Å)
N -0.76900 0.39844 2.08842  -0.64
C -0.26238 0.17902 0.73414  0.65
C -1.24378 0.12971 -0.40627  -1.18
C -2.28581 -0.88646 -0.67127  0.25
C -1.98796 -1.89075 -1.56410  -0.58
C -2.96691 -2.77523 -1.92436  -0.60
C -4.26709 -2.62385 -1.47075  0.89
O -5.23781 -3.42856 -2.01158  -0.56
C -4.63686 -1.59394 -0.63659  -0.55
C -3.64201 -0.74695 -0.20571  -0.68
C 0.56618 1.50931 0.57935  0.12
O -0.05322 2.53982 0.40252  -0.67
N 1.93509 1.38042 0.83145  0.23
C 2.61447 2.66127 0.55651  -0.84
C 3.37838 2.28634 -0.70901  -0.63
C 3.77572 0.84533 -0.59568  -0.70
C 2.70275 0.29725 0.33128  0.15
C 3.38118 -0.33030 1.54721  0.34
O 4.47468 -0.85732 1.57203  -0.63
O 2.60663 -0.20054 2.58651  -0.40
H -1.26043 1.24695 2.34727  0.22
H -1.28379 -0.41777 2.37660  0.26
H 0.45066 -0.67765 0.79592  0.19
H -0.60307 0.25221 -1.26549  0.59
H -1.79459 1.06281 -0.30404  0.30
H -0.99215 -2.07207 -1.92834  0.38
H -2.67153 -3.68717 -2.37783  0.37
H -6.11117 -3.21437 -1.53607  0.29
H -5.67864 -1.39753 -0.46721  0.29
H -3.95965 0.13678 0.37758  0.30
H 1.98313 3.56522 0.35290  0.37
H 3.28280 2.74519 1.45856  0.37
H 4.15530 3.08210 -0.93122  0.40
H 2.69502 2.46470 -1.54343  0.27
H 4.82725 0.73199 -0.13674  0.29
H 3.82146 0.37100 -1.59244  0.27
H 2.06547 -0.45129 -0.07391  0.46
H 2.99167 -0.63412 3.41379  0.38